{
  "formula": "C38H26AuF5NPS",
  "method": "wB97M-V/def2-TZVPD",
  "species": ["Au", "F", "C", "C", "F", "C", "F", "C", "S", "C", "F", "C", "F", "N", "P", "C", "C", "C", "C", "C", "C", "C", "C", "C", "C", "C", "C", "C", "C", "C", "C", "C", "C", "H", "H", "H", "H", "H", "H", "H", "H", "H", "H", "H", "H", "H", "H", "H", "C", "C", "C", "C", "C", "C", "C", "C", "C", "C", "C", "C", "C", "C", "H", "H", "H", "H", "H", "H", "H", "H", "H", "H", "H"],
  "coordinates": [[1.80008, -0.84283, -0.18929], [1.51398, -6.11903, -4.98879], [1.96908, -5.25173, -4.07869], [1.09558, -4.65513, -3.17729], [-0.20712, -4.96273, -3.20259], [1.57518, -3.75113, -2.24149], [0.68838, -3.19303, -1.39329], [2.92688, -3.40673, -2.15669], [3.60558, -2.33983, -0.97489], [3.78538, -4.02243, -3.08089], [5.08588, -3.72453, -3.05059], [3.32438, -4.93033, -4.02059], [4.18598, -5.50073, -4.86759], [1.45158, -0.69393, 1.79531], [0.02568, -0.33273, 2.30441], [-1.37352, -1.43623, 1.88061], [-1.08252, -2.68113, 1.33611], [-2.10942, -3.55053, 1.00821], [-3.42592, -3.18743, 1.24441], [-3.71812, -1.95213, 1.80241], [-2.69652, -1.07303, 2.11191], [-0.61862, 1.34717, 1.93171], [-1.51352, 1.60067, 0.89731], [-1.93392, 2.89587, 0.64221], [-1.43892, 3.94647, 1.39841], [-0.52022, 3.70297, 2.40721], [-0.10752, 2.40957, 2.67051], [0.11558, -0.34513, 4.12011], [-1.00832, -0.03773, 4.87421], [-0.92482, -0.03043, 6.25361], [0.27978, -0.31893, 6.87481], [1.39998, -0.62383, 6.11911], [1.32168, -0.64433, 4.73741], [-0.04862, -2.95163, 1.16731], [-1.88482, -4.51123, 0.56671], [-4.22402, -3.87223, 0.99681], [-4.74472, -1.67093, 1.99351], [-2.93032, -0.10003, 2.52161], [-1.88392, 0.78397, 0.29321], [-2.63472, 3.08717, -0.15989], [-1.76992, 4.95467, 1.19871], [-0.11572, 4.52907, 2.97281], [0.61898, 2.21057, 3.44711], [-1.93972, 0.20287, 4.38321], [-1.79822, 0.20287, 6.84431], [0.34358, -0.30163, 7.95191], [2.33628, -0.84373, 6.60981], [2.17688, -0.87583, 4.11831], [-3.02322, 2.45527, -4.30229], [-3.34502, 1.20947, -3.78699], [-2.37812, 0.45347, -3.15399], [-1.07322, 0.92687, -2.99479], [-0.75742, 2.17377, -3.53499], [-1.72322, 2.92327, -4.18379], [-0.16162, 0.09557, -2.20899], [0.98788, 0.44907, -1.64379], [1.73668, 1.67797, -1.62159], [2.97408, 1.76617, -2.27469], [3.72278, 2.92107, -2.18869], [3.26588, 4.00327, -1.44939], [2.05118, 3.92087, -0.78639], [1.30188, 2.76667, -0.85319], [-3.78082, 3.05517, -4.78589], [-4.34872, 0.81777, -3.87289], [-2.63442, -0.51823, -2.75779], [0.24608, 2.56207, -3.45839], [-1.45492, 3.88517, -4.59719], [-0.53622, -0.90803, -2.03419], [3.34058, 0.91027, -2.82589], [4.68418, 2.97807, -2.68309], [3.86808, 4.89637, -1.38019], [1.68938, 4.75427, -0.20329], [0.37528, 2.68517, -0.31049]],
  "atomic_forces_ev_per_a": [[0.9, -0.4, 0.3], [0.1, 0.1, 0.2], [0.2, 0.2, 0.1], [0.1, 0.0, 0.0], [0.1, 0.0, -0.1], [0.2, 0.0, 0.0], [0.1, -0.3, -0.3], [-0.1, -0.5, -0.5], [-0.8, 1.1, -0.2], [-0.5, 0.1, 0.2], [-0.1, -0.2, -0.1], [-0.1, 0.0, 0.0], [-0.1, 0.0, 0.0], [-0.1, 0.6, -1.5], [-0.8, 0.2, 0.8], [0.4, 0.3, 0.0], [0.1, 0.1, 0.0], [0.0, -0.1, 0.0], [0.0, -0.1, 0.0], [-0.1, 0.0, 0.0], [0.0, 0.0, 0.0], [0.3, -0.3, 0.0], [0.0, -0.2, 0.1], [-0.1, 0.0, -0.1], [-0.1, 0.0, 0.0], [0.1, 0.1, -0.1], [0.1, -0.1, 0.0], [-0.3, 0.0, -0.4], [0.1, 0.0, 0.1], [-0.1, 0.0, 0.1], [0.0, 0.0, 0.0], [0.1, 0.0, 0.1], [-0.1, 0.0, -0.1], [0.1, 0.0, 0.0], [0.0, 0.0, 0.0], [-0.1, 0.0, 0.0], [0.0, 0.0, 0.0], [-0.1, 0.0, 0.0], [-0.1, 0.0, -0.1], [0.0, 0.0, 0.0], [0.0, 0.1, 0.0], [0.0, 0.0, 0.1], [0.0, 0.1, 0.1], [-0.1, 0.0, 0.1], [-0.1, 0.0, 0.1], [0.0, 0.0, 0.1], [0.1, 0.0, 0.0], [0.1, 0.0, 0.0], [-0.1, 0.0, 0.0], [-0.1, 0.0, -0.1], [0.2, 0.0, 0.1], [-0.3, 0.3, -0.2], [0.1, -0.1, 0.0], [0.0, 0.1, 0.0], [0.5, -0.5, 0.4], [-0.2, -1.0, 0.7], [0.8, 0.6, 0.3], [-0.3, -0.2, 0.0], [0.2, 0.1, -0.1], [0.0, -0.1, 0.0], [0.1, 0.2, 0.0], [-0.1, -0.4, -0.1], [0.0, 0.0, -0.1], [-0.1, 0.0, 0.0], [0.0, -0.1, 0.1], [0.1, 0.0, 0.0], [0.0, 0.1, 0.0], [0.0, 0.0, 0.1], [0.0, 0.0, 0.0], [0.0, 0.0, 0.0], [0.0, 0.1, 0.0], [0.0, 0.1, 0.1], [-0.1, 0.0, 0.0]],
  "lowdin_charge": [0.84, 0.12, -0.13, -0.14, 0.11, -0.23, 0.02, -0.56, 0.64, -0.25, 0.08, -0.14, 0.12, -0.38, 0.73, -0.29, -0.09, -0.07, -0.08, -0.08, -0.11, -0.29, -0.11, -0.08, -0.08, -0.08, -0.07, -0.30, -0.08, -0.08, -0.08, -0.08, -0.08, 0.08, 0.11, 0.10, 0.10, 0.10, 0.10, 0.11, 0.11, 0.11, 0.11, 0.09, 0.10, 0.10, 0.10, 0.09, -0.09, -0.08, -0.05, -0.21, -0.02, -0.08, -0.07, -0.19, -0.29, -0.03, -0.07, -0.07, -0.06, -0.02, 0.10, 0.10, 0.11, 0.11, 0.10, 0.10, 0.12, 0.11, 0.10, 0.10, 0.08],
  "multiplicity": 1,
  "lumo_ev": [-2.10, -2.10]
}